{"formula": "C23H21ClFN9O8PtS", "method": "ωB97M-V/def2-TZVPD", "gap_ev": 7.42, "max_force_ev_per_a": 0.47, "de_lowest_kcal_mol": 0.0, "energy_ev": -83308.6304, "elements": ["Pt", "C", "C", "C", "C", "C", "C", "C", "S", "O", "O", "N", "C", "C", "O", "O", "H", "H", "H", "H", "H", "H", "H", "H", "H", "N", "C", "N", "C", "N", "N", "C", "N", "C", "C", "C", "C", "C", "N", "H", "H", "H", "H", "H", "H", "H", "H", "F", "C", "C", "N", "C", "C", "O", "O", "C", "O", "N", "C", "O", "H", "H", "H", "H", "Cl"], "xyz": [[1.0065, 1.5112, -0.2443], [1.1299, -6.5387, -2.7618], [1.0770, -5.0373, -2.7918], [1.9509, -4.3124, -3.5995], [1.9155, -2.9281, -3.6281], [0.9911, -2.2671, -2.8307], [0.1037, -2.9653, -2.0253], [0.1519, -4.3471, -2.0097], [0.8966, -0.5130, -2.8841], [-0.4519, -0.1065, -2.7004], [1.7516, -0.0459, -3.9226], [1.7004, -0.0652, -1.3564], [2.7842, -0.6747, -1.1115], [4.9490, 1.1723, -2.1018], [5.0556, 0.2618, -2.8160], [4.8219, 2.0640, -1.3789], [1.4669, -6.9414, -3.7160], [0.1527, -6.9610, -2.5323], [1.8272, -6.8803, -1.9937], [2.6579, -4.8395, -4.2282], [2.5756, -2.3599, -4.2703], [-0.6378, -2.4293, -1.4500], [-0.5644, -4.8904, -1.4073], [3.1698, -1.4491, -1.7694], [3.3459, -0.4102, -0.2207], [-0.5884, 4.5069, -0.2988], [0.1502, 4.3375, 0.7284], [0.4620, 5.3149, 1.6384], [0.8181, 4.9263, 2.8306], [1.1290, 5.8578, 3.7579], [0.8893, 3.6254, 3.2720], [0.8106, 2.7674, 2.2945], [0.6036, 3.0363, 1.0045], [0.8587, 1.3162, 2.6009], [0.8626, 0.8224, 3.8913], [0.8108, -0.5467, 4.0814], [0.7535, -1.3776, 2.9713], [0.7625, -0.8126, 1.7110], [0.8218, 0.5094, 1.5254], [-0.8997, 5.4705, -0.3518], [-1.5982, 3.3937, -0.4691], [1.0306, 6.8279, 3.5245], [1.3524, 5.5692, 4.6905], [0.8928, 1.5303, 4.7065], [0.8027, -0.9622, 5.0798], [0.6970, -2.4520, 3.0722], [0.7028, -1.4224, 0.8200], [-4.6094, -1.8431, -1.6599], [-3.9654, -1.2366, -0.6576], [-4.3028, -0.0077, -0.2559], [-3.6652, 0.6284, 0.7811], [-4.0395, 1.9774, 1.1740], [-3.2188, 3.0821, 0.5243], [-3.4193, 4.2269, 0.8600], [-2.3108, 2.6423, -0.3037], [-2.5821, 0.0603, 1.4171], [-1.9502, 0.6042, 2.2982], [-2.2737, -1.2176, 0.9803], [-2.8869, -1.9682, -0.0167], [-2.5136, -3.0913, -0.2830], [-5.1017, 0.5385, -0.7373], [-3.9115, 2.0692, 2.2497], [-5.0882, 2.1491, 0.9390], [-1.5199, -1.6679, 1.4783], [1.4066, 2.7686, -2.1188]], "lowdin_charge": [0.880, -0.042, -0.253, -0.024, -0.053, -0.313, -0.043, -0.011, 0.619, -0.282, -0.274, -0.297, -0.042, -0.441, 0.190, 0.199, 0.080, 0.081, 0.088, 0.119, 0.120, 0.088, 0.118, 0.097, 0.102, 0.101, -0.488, 0.174, -0.459, 0.152, 0.172, -0.320, -0.046, -0.194, 0.017, -0.028, -0.046, -0.148, -0.067, 0.090, 0.044, 0.101, 0.094, 0.120, 0.116, 0.115, 0.104, 0.096, -0.181, 0.066, 0.008, -0.029, -0.551, 0.087, 0.064, -0.443, 0.102, 0.233, -0.393, 0.081, 0.156, 0.139, 0.138, 0.134, -0.018]}